The following is a quantum chemistry calculation of a 9-piece molecular cluster, C36H47BF10N2O30P overall, from the Open Molecules 2025 dataset.

The value obtained for the gap between HOMO and LUMO is 5.6984 eV. The value obtained for the max |F| is 1.16 eV Å⁻¹. The total charge is -1. For the HOMO energy, the calculation gives -0.1656 Eh.

Each line ends with the Löwdin charge.
Element x y z (Å)
C -0.426 0.357 3.594  0.029
C -0.403 0.124 2.115  -0.528
O 0.392 0.584 1.356  0.129
O -1.419 -0.669 1.671  -0.059
C -1.227 -2.085 1.975  -0.152
C -1.343 -2.919 0.713  -0.161
C -0.443 -2.454 -0.428  -0.218
C 1.064 -2.744 -0.261  -0.169
B 1.640 -4.268 -0.186  -0.696
C 3.250 -4.244 -0.617  -0.173
C 4.262 -4.764 0.415  -0.217
C 4.422 -6.298 0.409  -0.202
C 4.379 -6.917 1.799  -0.286
N 4.199 -8.378 1.781  -0.007
N 1.493 -4.974 1.304  0.155
C 1.385 -4.183 2.393  -0.541
O 2.038 -3.234 2.683  0.138
F 0.423 -4.607 3.283  0.080
C 0.856 -6.219 1.350  -0.490
O 1.367 -7.280 1.251  0.167
F -0.480 -6.156 1.611  0.092
P 0.834 -5.214 -1.722  0.918
O 1.577 -6.726 -1.684  -0.338
O -0.755 -5.621 -1.302  -0.343
H -0.276 -0.588 4.120  0.085
H -1.407 0.725 3.899  0.080
H 0.365 1.045 3.886  0.093
H -0.260 -2.217 2.460  0.102
H -2.001 -2.366 2.695  0.124
H -2.388 -2.890 0.381  0.117
H -1.140 -3.960 0.967  0.096
H -0.563 -1.367 -0.509  0.094
H -0.809 -2.856 -1.377  0.092
H 1.450 -2.133 0.565  0.091
H 1.538 -2.330 -1.160  0.094
H 3.527 -3.215 -0.873  0.085
H 3.432 -4.818 -1.539  0.073
H 4.035 -4.413 1.427  0.092
H 5.240 -4.331 0.168  0.098
H 5.400 -6.534 -0.029  0.107
H 3.659 -6.763 -0.222  0.089
H 5.288 -6.658 2.357  0.103
H 3.551 -6.453 2.345  0.092
H 4.046 -8.711 0.838  0.070
H 3.395 -8.621 2.342  0.059
H 1.006 -7.389 -2.080  0.034
H -0.886 -6.554 -1.117  0.030
C -4.246 0.369 2.907  -0.045
C -5.740 0.588 2.782  -0.311
O -6.137 0.762 4.130  0.130
C -5.068 1.237 4.829  -0.553
O -5.127 1.700 5.919  0.174
O -3.943 1.114 4.094  0.062
F -6.386 -0.479 2.261  0.079
H -4.018 -0.685 3.070  0.143
H -3.664 0.738 2.069  0.136
H -6.024 1.476 2.214  0.172
C 0.378 3.223 -0.456  -0.026
C 0.936 3.764 -1.756  -0.300
O -0.232 4.250 -2.409  0.125
C -1.132 4.579 -1.453  -0.545
O -2.104 5.241 -1.648  0.151
O -0.769 4.075 -0.266  0.090
F 1.499 2.806 -2.530  0.081
H 0.056 2.186 -0.554  0.134
H 1.051 3.309 0.390  0.141
H 1.632 4.594 -1.651  0.135
C -4.641 6.911 -2.051  -0.037
C -5.249 6.897 -3.438  -0.305
O -6.276 7.870 -3.335  0.112
C -5.911 8.761 -2.365  -0.559
O -6.428 9.815 -2.201  0.175
O -4.887 8.268 -1.646  0.080
F -5.809 5.705 -3.763  0.068
H -5.179 6.230 -1.391  0.150
H -3.583 6.682 -2.029  0.103
H -4.563 7.186 -4.236  0.175
C 0.632 1.447 8.665  -0.054
C -0.474 2.185 7.934  -0.315
O -0.722 1.340 6.833  0.125
C -0.372 0.069 7.183  -0.541
O -0.670 -0.907 6.587  0.189
O 0.360 0.088 8.325  0.073
F -0.076 3.401 7.491  0.074
H 1.605 1.737 8.266  0.144
H 0.615 1.577 9.743  0.137
H -1.398 2.308 8.503  0.174
C 6.981 -10.709 4.099  -0.053
C 6.732 -10.340 2.651  -0.315
O 7.044 -11.561 1.984  0.130
C 6.825 -12.582 2.847  -0.562
O 6.765 -13.729 2.548  0.168
O 6.682 -12.107 4.109  0.063
F 7.578 -9.375 2.220  0.072
H 8.031 -10.562 4.360  0.140
H 6.343 -10.178 4.800  0.138
H 5.707 -10.039 2.427  0.133
C 0.855 4.168 -5.692  -0.048
C 1.831 3.409 -6.568  -0.319
O 0.973 2.748 -7.477  0.133
C -0.174 3.477 -7.585  -0.550
O -0.991 3.332 -8.429  0.183
O -0.229 4.400 -6.597  0.073
F 2.552 2.496 -5.882  0.083
H 0.516 3.549 -4.861  0.127
H 1.239 5.112 -5.315  0.140
H 2.521 4.040 -7.134  0.169
C -8.239 6.572 -6.067  -0.047
C -7.823 6.302 -7.498  -0.317
O -8.466 5.075 -7.775  0.132
C -9.568 4.985 -6.975  -0.550
O -10.445 4.203 -7.121  0.183
O -9.515 5.928 -6.007  0.074
F -6.484 6.152 -7.630  0.077
H -7.554 6.094 -5.367  0.124
H -8.333 7.627 -5.826  0.142
H -8.160 7.048 -8.221  0.171
C 5.000 8.075 -0.989  -0.043
C 5.286 7.195 -2.191  -0.313
O 4.137 6.367 -2.234  0.136
C 3.109 7.037 -1.651  -0.541
O 1.969 6.715 -1.726  0.176
O 3.570 8.116 -0.986  0.082
F 6.386 6.430 -2.026  0.085
H 5.352 7.595 -0.075  0.146
H 5.404 9.079 -1.067  0.140
H 5.370 7.729 -3.139  0.173


The following is a quantum chemistry calculation of a 2-piece molecular cluster, C4H6FIO2 overall, from the Open Molecules 2025 dataset.

The value obtained for the gap between HOMO and LUMO (spin up / spin down) is 8.1479 / 8.1419 eV. The value obtained for the max |F| is 3.11 eV Å⁻¹. As for the energy above the lowest of the compared OMol25 structures with the same formula, charge and spin: 300.9 kJ/mol. The total charge is 0. For the HOMO energy (spin up / spin down), the calculation gives -0.2929 / -0.2948 Eh.

Each line ends with the Löwdin charge.
Element x y z (Å)
C -1.612 0.176 -0.311  -0.353
C 0.322 -0.741 2.452  -0.157
C -0.505 0.552 -2.380  0.002
C -0.798 -1.431 1.759  -0.823
O -2.667 0.717 -0.340  0.128
O -0.575 0.015 -1.023  -0.065
F -1.922 -1.539 2.500  -0.065
I -0.371 -3.210 0.702  0.818
H 0.673 -1.318 3.314  0.081
H -0.028 0.225 2.809  0.081
H 1.150 -0.600 1.764  0.069
H 0.530 0.842 -2.536  0.093
H -1.174 1.404 -2.481  0.093
H -0.785 -0.240 -3.074  0.097


The following is a quantum chemistry calculation of C16H20CrN5O11P2 as an isolated structure, from the Open Molecules 2025 dataset.

The spin multiplicity is 4. The value obtained for the gap between HOMO and LUMO (spin up / spin down) is 7.5118 / 7.3739 eV. The value obtained for the max |F| is 0.84 eV Å⁻¹. As for the energy above the lowest of the compared OMol25 structures with the same formula, charge and spin: 0.0 kJ/mol. The total charge is 0. For the HOMO energy (spin up / spin down), the calculation gives -0.3097 / -0.3094 Eh. As for the expectation value of S²: 3.77.

Each line ends with the Löwdin charge.
Element x y z (Å)
Cr -0.106 -0.681 0.369  0.952
O -4.678 1.757 -1.362  0.062
C -4.403 2.358 -0.195  -0.264
C -5.271 3.367 0.226  -0.013
C -5.046 4.036 1.410  -0.076
C -3.948 3.721 2.210  -0.087
C -3.090 2.724 1.805  -0.018
C -3.297 2.025 0.611  -0.070
C -2.346 0.970 0.243  -0.368
O -1.394 0.676 1.043  -0.107
N -2.512 0.353 -0.923  0.087
N -1.535 -0.564 -1.094  -0.066
C -1.493 -1.310 -2.125  -0.015
C -0.388 -2.259 -2.189  -0.228
C -0.281 -3.196 -3.205  -0.001
C 0.762 -4.105 -3.168  -0.041
C 1.655 -4.052 -2.112  -0.029
C 1.484 -3.078 -1.140  -0.088
N 0.499 -2.184 -1.180  0.066
H -3.976 1.088 -1.530  0.065
H -6.116 3.604 -0.406  0.118
H -5.731 4.817 1.717  0.105
H -3.772 4.253 3.135  0.100
H -2.226 2.462 2.401  0.114
H -2.250 -1.255 -2.899  0.144
H -1.016 -3.212 -3.997  0.119
H 0.867 -4.851 -3.945  0.114
H 2.474 -4.752 -2.029  0.112
H 2.154 -2.999 -0.298  0.107
N 0.309 -0.549 2.591  -0.005
N 0.059 -1.853 3.067  0.025
C -0.841 -2.625 2.306  -0.673
O -1.311 -3.632 2.785  0.070
O -1.055 -2.160 1.108  -0.120
H 1.255 -0.283 2.831  0.087
H -0.353 0.132 2.953  0.113
H -0.057 -1.956 4.064  0.140
C 3.520 0.183 -1.852  -0.045
C 3.479 0.854 -0.489  -0.586
O 4.596 1.724 -0.383  -0.028
P 3.483 -0.363 0.870  0.481
O 3.692 0.472 2.198  -0.131
O 4.811 -1.211 0.719  -0.074
O 2.236 -1.171 0.858  -0.310
P 1.888 1.738 -0.153  0.377
O 1.901 3.025 -1.095  -0.084
O 1.976 2.145 1.281  -0.274
O 0.768 0.830 -0.627  -0.340
H 4.484 -0.307 -1.988  0.092
H 3.409 0.939 -2.631  0.092
H 2.717 -0.547 -1.945  0.068
H 4.455 2.338 0.349  0.098
H 3.023 1.215 2.151  0.040
H 5.174 -1.556 1.543  0.101
H 1.362 2.904 -1.885  0.090